1.
129
Properties=species:S:1:pos:R:3:forces:R:3 method="wB97M-V/def2-TZVPD" fmax_ev_per_a=0.7 e_lumo_ev="-2.06 / -4.53" charge=+1 total_energy_ev=-148368.504 multiplicity=2
Cu -0.642386 -0.302686 -0.595022 0.500 0.058 -0.520
C 1.260905 -3.268215 -0.858770 0.040 -0.037 -0.027
C 0.429399 -3.420665 0.419491 -0.030 0.025 0.038
C 1.211540 -4.195327 1.479536 0.006 -0.002 0.001
C -0.894166 -4.070734 0.062735 0.001 -0.026 0.024
C -0.986944 -5.453923 0.033396 -0.003 -0.007 -0.027
C -2.156839 -6.085547 -0.354342 0.008 0.013 0.013
C -3.233114 -5.326242 -0.761997 -0.010 0.010 -0.022
C -3.205353 -3.931728 -0.753521 0.000 -0.008 -0.021
C -4.444785 -3.274965 -1.378452 0.030 -0.024 -0.018
C -5.629592 -3.139138 -0.414833 -0.019 0.024 0.016
C -4.234998 -1.997935 -2.194101 -0.007 0.048 -0.002
C -2.029484 -3.314016 -0.280793 0.041 0.037 0.026
N -1.966866 -1.899271 -0.129821 -0.271 -0.085 0.123
C -2.951318 -1.376297 0.526637 0.101 -0.054 0.003
C -3.187286 0.025565 0.467514 -0.046 0.041 -0.006
C -4.340974 0.734781 0.939031 0.011 -0.001 0.007
C -4.300274 1.937903 0.321803 0.050 0.014 0.002
C -3.085123 1.945087 -0.505637 -0.020 0.136 0.109
N -2.422676 0.813931 -0.367499 -0.163 -0.111 0.021
C -2.720052 3.017910 -1.485767 -0.025 -0.048 -0.022
C -1.224718 3.003447 -1.771292 -0.016 -0.002 0.011
C -3.159390 4.397675 -0.992543 0.002 0.009 -0.013
C -3.485531 2.670466 -2.781122 0.036 0.014 -0.024
H 2.244745 -2.852298 -0.637429 0.013 -0.004 0.012
H 0.751807 -2.609513 -1.568853 -0.039 -0.011 0.017
H 1.396962 -4.245490 -1.329770 -0.001 0.012 -0.004
H 0.230562 -2.421186 0.818010 0.003 -0.002 -0.011
H 1.596704 -5.139148 1.090810 -0.007 -0.007 -0.003
H 0.595259 -4.418284 2.352836 -0.004 -0.002 -0.006
H 2.073485 -3.611957 1.801561 0.009 0.019 0.007
H -0.134069 -6.052750 0.319709 0.014 -0.007 0.003
H -2.216389 -7.165849 -0.365109 0.002 0.001 -0.005
H -4.126616 -5.820706 -1.125250 0.000 -0.001 0.003
H -4.755103 -4.024361 -2.110843 -0.003 -0.012 0.011
H -5.531692 -2.269149 0.237717 -0.002 -0.019 -0.005
H -5.742054 -4.025003 0.211160 -0.002 -0.006 -0.008
H -6.553213 -3.006626 -0.980557 0.002 0.007 -0.005
H -4.269343 -1.088318 -1.593491 0.017 -0.016 0.001
H -5.039245 -1.914259 -2.927371 -0.004 -0.002 0.006
H -3.289479 -2.010792 -2.734278 0.021 -0.005 -0.013
H -3.664863 -2.003702 1.054646 0.005 0.017 0.009
H -5.088168 0.351801 1.615683 0.000 0.001 0.000
H -5.006053 2.747534 0.407220 0.000 0.000 0.001
H -0.637883 3.171227 -0.865241 -0.008 -0.005 0.004
H -0.976524 3.788310 -2.488368 0.006 0.007 -0.002
H -0.929963 2.047181 -2.198043 -0.070 0.031 0.025
H -2.695469 4.645331 -0.038624 0.017 0.005 0.026
H -4.241749 4.468487 -0.878943 0.002 -0.006 0.008
H -2.856663 5.149091 -1.723093 -0.011 0.002 0.001
H -3.200597 1.680581 -3.142425 0.002 0.006 0.001
H -3.235386 3.406085 -3.548447 -0.016 0.007 0.004
H -4.565423 2.695409 -2.625531 -0.003 -0.018 0.005
C 6.317030 1.639212 3.111507 0.012 -0.006 -0.002
S 5.282747 2.172517 4.488776 -0.002 -0.010 -0.008
C 3.857987 2.799851 3.573320 -0.001 0.034 -0.020
C 3.129688 1.733074 2.769775 0.065 0.087 0.030
C 1.819085 2.265756 2.206207 0.007 0.015 -0.023
N 1.009049 1.275077 1.477230 0.038 -0.017 -0.038
P -0.328780 0.494549 2.227748 -0.053 -0.028 0.035
C 0.310881 -0.074308 3.848263 0.025 0.001 -0.004
C 0.592666 0.765154 4.927564 -0.007 0.010 0.029
C 1.149750 0.255792 6.089114 -0.014 0.002 -0.010
C 1.415714 -1.104357 6.196672 0.003 -0.007 -0.003
C 1.106639 -1.955816 5.147107 -0.003 0.006 0.008
C 0.553285 -1.440674 3.982327 0.018 -0.007 -0.042
C -1.401789 1.865163 2.779941 -0.031 -0.021 0.047
C -2.385427 1.556546 3.724011 0.008 0.010 0.002
C -3.294514 2.513947 4.140033 -0.003 0.028 -0.004
C -3.232334 3.802055 3.621844 -0.004 -0.015 0.004
C -2.267133 4.115314 2.678387 0.005 0.000 -0.035
C -1.365743 3.147615 2.246250 0.025 0.001 -0.019
P 1.400122 0.590146 -0.041559 -0.136 0.041 0.138
C 2.916647 -0.400318 0.229409 -0.015 -0.055 -0.006
C 3.853845 -0.569776 -0.789718 -0.020 -0.013 -0.006
C 4.964469 -1.378863 -0.596251 -0.005 0.008 -0.006
C 5.160544 -2.017988 0.620509 0.001 -0.001 -0.008
C 4.233819 -1.852319 1.640029 -0.012 -0.032 -0.019
C 3.112688 -1.061468 1.437552 -0.013 -0.062 -0.013
C 2.098456 1.883529 -1.121780 -0.004 -0.012 0.004
C 1.644783 1.914028 -2.437303 0.013 0.025 -0.019
C 2.202774 2.787975 -3.361766 0.007 0.015 -0.010
C 3.220006 3.646393 -2.979308 -0.007 -0.003 -0.004
C 3.698603 3.609041 -1.674956 -0.004 -0.001 0.013
C 3.155532 2.723749 -0.759014 0.017 -0.024 -0.027
H 7.273288 1.334709 3.532626 0.002 0.007 0.006
H 6.491291 2.462064 2.417423 -0.002 0.000 0.000
H 5.887461 0.789350 2.582063 -0.005 -0.004 -0.004
H 4.185236 3.622051 2.929442 -0.022 0.004 -0.001
H 3.196117 3.231711 4.328132 0.009 -0.022 0.024
H 2.933533 0.870214 3.409723 -0.007 0.061 0.019
H 3.773286 1.379755 1.962428 -0.015 0.033 0.039
H 1.994860 3.127629 1.557172 0.022 -0.003 -0.001
H 1.209111 2.640178 3.029537 -0.025 0.007 -0.014
H 0.363181 1.822599 4.867841 0.002 -0.001 0.001
H 1.374590 0.918052 6.914974 -0.001 0.001 0.001
H 1.851255 -1.498934 7.105245 -0.001 -0.001 0.000
H 1.288641 -3.019228 5.235749 0.002 0.001 -0.002
H 0.305928 -2.108214 3.163679 0.010 0.009 -0.003
H -2.429144 0.559675 4.150445 0.004 0.000 -0.002
H -4.044450 2.260547 4.878231 0.001 0.001 0.002
H -3.928036 4.558972 3.959406 -0.003 -0.002 -0.002
H -2.205977 5.122101 2.284757 -0.002 0.000 -0.017
H -0.619955 3.401984 1.501662 0.020 -0.007 -0.003
H 3.726259 -0.063665 -1.738830 -0.014 0.027 -0.011
H 5.686783 -1.497221 -1.393639 0.002 -0.005 0.000
H 6.034473 -2.637297 0.774488 0.001 0.003 0.000
H 4.380618 -2.338662 2.596506 0.002 -0.004 0.000
H 2.403233 -0.936723 2.244617 -0.023 -0.053 -0.019
H 0.851076 1.243323 -2.742366 0.065 -0.025 0.008
H 1.836314 2.797865 -4.380897 -0.004 0.002 -0.001
H 3.651044 4.335088 -3.694226 0.002 -0.002 -0.001
H 4.509795 4.259944 -1.375888 -0.001 0.001 0.001
H 3.587803 2.672137 0.230120 0.006 -0.017 0.034
C -1.066341 0.269793 -6.343311 0.003 0.009 -0.008
N -0.008132 -0.558755 -5.814926 -0.057 -0.061 0.007
C 1.196321 -0.846891 -6.586427 0.006 -0.015 -0.005
C 1.986621 -1.761558 -5.641588 0.013 0.024 -0.012
N 1.357960 -1.460006 -4.360211 0.001 0.055 0.030
C 0.148160 -0.876737 -4.521771 0.198 -0.012 0.124
S -0.951698 -0.591793 -3.287298 -0.280 0.016 0.032
H -1.303285 -0.055212 -7.355521 -0.006 -0.004 0.004
H -0.771335 1.322856 -6.368817 0.007 -0.004 -0.004
H -1.945675 0.164289 -5.713724 0.005 0.004 0.002
H 1.736108 0.078438 -6.810054 -0.001 0.012 0.029
H 0.941971 -1.333165 -7.527262 0.015 0.011 -0.007
H 3.047596 -1.522437 -5.627934 0.006 -0.018 -0.009
H 1.864372 -2.814356 -5.904513 -0.026 -0.003 0.006
H 1.535157 -1.986772 -3.521328 0.018 -0.012 -0.001


2.
26
Properties=species:S:1:pos:R:3:forces:R:3 method="wB97M-V/def2-TZVPD" fmax_ev_per_a=8.5 e_lumo_ev=-3.13 total_energy_ev=-32541.041 de_lowest_kj_mol=82.1
Tl 0.282148 0.373421 0.640858 1.104 -2.036 0.190
O 2.530358 0.552081 -2.897072 -1.536 0.702 -1.836
C 2.127908 0.168581 -1.729242 5.286 -2.363 4.815
O 0.933888 0.306451 -1.396732 -3.525 1.534 -0.943
O 2.952018 -0.257729 -0.942202 0.847 -0.452 0.917
H 1.622328 0.835451 -3.026622 -0.475 1.269 -2.911
O 0.669978 -3.899649 0.214768 -0.070 1.098 -0.789
C 0.214848 -2.836219 0.902538 -1.477 -0.458 7.568
O 0.250878 -1.636779 0.406618 0.948 -1.549 -2.420
O -0.162712 -3.018899 2.093998 0.684 -0.649 -4.171
H 1.128278 -3.528929 -0.542932 0.299 -0.152 -0.565
O 0.959488 0.993591 2.623628 0.381 3.983 -2.692
C 0.881298 -0.045289 3.422628 -1.348 -6.556 5.237
O 1.734668 -0.140919 4.309498 0.795 1.479 -0.536
O -0.059252 -0.831979 3.238998 -0.722 1.759 -1.739
H 1.744708 1.382801 3.015498 1.179 1.182 -0.252
C -1.945892 1.809521 -0.554992 0.749 -0.472 0.054
C -2.097512 0.597731 -1.504372 -0.124 1.908 0.734
O -1.387182 -0.542549 -1.034292 -2.303 1.347 0.063
O -0.549872 2.191001 -0.488462 -1.034 0.823 0.538
H -2.273392 1.591211 0.461458 0.127 -0.685 0.248
H -2.558552 2.694141 -0.728812 -0.026 -0.209 -0.964
H -1.677372 0.816511 -2.486062 -0.519 0.431 -0.158
H -3.185722 0.615691 -1.444582 -0.366 -1.360 -0.776
H -1.660722 -1.236639 -1.638452 0.433 -0.657 0.308
H -0.474602 3.047401 -0.915672 0.694 0.079 0.082


3.
6
Properties=species:S:1:pos:R:3:forces:R:3 method="wB97M-V/def2-TZVPD" fmax_ev_per_a=4.1 e_lumo_ev=3.99 charge=-1 total_energy_ev=-16914.368 de_lowest_kj_mol=151.7
C 1.318371 0.598749 0.213472 -2.518 1.575 -1.511
N 0.271219 1.043365 -0.153663 -0.306 1.035 0.255
N -0.902003 -1.484807 0.457831 0.757 -1.706 0.187
O 2.359534 0.158005 0.428542 3.545 -1.536 1.302
S -0.895656 -0.548709 -0.656841 -2.477 0.234 0.980
H -2.151464 0.233399 -0.289341 0.999 0.399 -1.213


4.
19
Properties=species:S:1:pos:R:3:forces:R:3 method="wB97M-V/def2-TZVPD" fmax_ev_per_a=4.7 e_lumo_ev=-10.24 charge=+2 total_energy_ev=-15139.279 de_lowest_kj_mol=0.0
O -0.896154 0.001038 -1.872186 -0.808 0.461 -2.690
C 0.143204 -0.878185 -2.313960 1.076 -1.140 -0.921
C 1.319244 -0.654042 -1.392330 0.790 0.144 -1.156
O 0.822273 -0.632155 -0.052060 1.702 -1.551 -0.871
C 1.839086 -0.580621 0.946677 1.353 0.079 1.387
Tl -1.003676 0.169532 0.106205 -1.698 -1.448 0.551
H 0.429052 -0.647516 -3.347877 -0.146 -0.045 0.286
H -0.211100 -1.914527 -2.248913 -0.110 0.272 -0.086
H 1.804967 0.310448 -1.601263 -0.026 -0.214 0.115
H 2.050342 -1.466935 -1.506710 -0.228 0.205 0.071
H 1.347737 -0.603635 1.923522 0.127 -0.063 -0.182
H 2.503306 -1.448816 0.837261 -0.318 0.214 0.021
H 2.418561 0.346528 0.846355 -0.182 -0.201 -0.046
O -1.564417 1.430646 1.254004 -0.716 4.171 2.018
H -1.458200 0.447143 -2.540516 0.290 -0.381 0.059
C -2.230567 1.509546 2.467258 -2.094 -0.642 2.661
H -1.892775 2.372756 3.071011 0.298 -0.279 -0.725
H -3.322753 1.630689 2.325298 0.596 -0.043 -0.161
H -2.098132 0.608106 3.098223 0.092 0.461 -0.332


5.
72
Properties=species:S:1:pos:R:3:forces:R:3 method="wB97M-V/def2-TZVPD" fmax_ev_per_a=0.6 e_lumo_ev=-5.91 charge=+2 total_energy_ev=-147958.663 de_lowest_kj_mol=0.0
Pb -1.282642 1.468331 1.326260 -0.319 0.165 -0.059
Cl -2.942044 3.799205 3.118972 0.013 -0.038 0.016
C -4.404192 3.990931 2.122622 -0.019 0.012 -0.012
Cl -4.400156 2.916955 0.715695 0.005 0.036 0.018
H -4.433474 5.015574 1.773806 -0.010 -0.003 0.012
H -5.260524 3.746438 2.739303 0.012 -0.008 -0.004
C 2.746205 1.582651 1.915262 0.012 -0.004 -0.020
C 1.959954 0.458317 2.524205 -0.048 -0.013 0.028
C 2.563545 -0.554041 3.239755 0.028 0.008 -0.026
C 1.762274 -1.562857 3.773663 -0.010 -0.022 0.016
C 0.394660 -1.544242 3.613881 0.015 -0.001 0.009
C -0.176048 -0.474362 2.912276 -0.037 -0.006 -0.030
N 0.626836 0.477178 2.369202 0.140 -0.038 -0.056
N -1.498992 -0.246333 2.667110 0.016 -0.064 0.145
Si -2.870877 -1.029332 3.462144 0.042 0.034 -0.034
C -3.128677 -2.720566 2.710145 -0.014 -0.006 0.008
C -2.575658 -1.136365 5.300272 -0.018 -0.018 -0.012
C -4.337654 0.072766 3.146456 -0.007 -0.014 -0.017
H 3.336283 2.095112 2.674718 -0.007 0.000 0.008
H 2.087968 2.316758 1.449508 0.001 -0.007 -0.009
H 3.448671 1.208195 1.168057 0.020 0.019 0.004
H 3.634331 -0.556383 3.384338 0.007 0.003 -0.002
H 2.221542 -2.371590 4.327520 0.001 -0.006 0.002
H -0.227474 -2.326630 4.020694 -0.009 -0.005 0.009
H -2.310453 -3.404930 2.943481 0.015 0.005 -0.011
H -3.213586 -2.653923 1.622583 -0.013 0.004 -0.009
H -4.048744 -3.174107 3.084741 0.000 -0.009 0.013
H -1.820250 -1.864487 5.593844 0.009 -0.007 -0.006
H -3.506768 -1.425064 5.793751 -0.011 -0.004 0.003
H -2.281841 -0.165241 5.703940 0.003 0.009 -0.002
H -4.493180 0.286666 2.088387 0.004 -0.011 -0.001
H -4.233568 1.016935 3.686703 0.006 0.016 -0.004
H -5.242845 -0.413786 3.516499 -0.012 0.008 0.014
O -3.308029 -0.172791 -0.075260 -0.069 0.016 0.051
C -2.465996 -0.768627 -0.689277 0.232 0.117 0.020
N -1.115554 -0.336929 -0.673240 0.006 0.092 -0.069
S -0.260284 -1.208040 -1.605134 0.148 -0.126 -0.281
O 0.044671 -0.396883 -2.968651 -0.146 -0.156 0.280
O 1.023896 -1.642782 -1.142642 -0.057 -0.053 0.010
C -1.441047 -2.389598 -2.099583 0.094 -0.030 -0.063
C -1.307322 -3.512090 -2.890648 -0.013 0.015 0.023
C -2.460691 -4.265523 -3.082250 0.018 -0.011 -0.006
C -3.670329 -3.890825 -2.503534 -0.020 -0.006 0.003
C -3.775817 -2.753788 -1.707211 0.021 0.018 0.013
C -2.634345 -2.003442 -1.510028 -0.096 0.011 0.024
H -0.362932 -3.803989 -3.328347 0.004 -0.002 -0.006
H -2.414861 -5.160270 -3.687466 0.000 -0.002 -0.001
H -4.545885 -4.502288 -2.673903 -0.003 -0.001 -0.001
H -4.711696 -2.462990 -1.249842 -0.004 0.001 0.001
C 2.850026 -1.092893 -3.743135 -0.022 -0.011 -0.039
As 1.680567 0.310952 -3.212666 -0.048 -0.138 -0.307
C 1.327393 1.467455 -4.677741 -0.038 -0.030 -0.021
C 2.212976 1.209888 -1.628903 0.424 0.372 0.231
C 3.450376 2.007212 -2.007271 -0.243 -0.138 0.103
C 3.326914 3.313073 -2.472439 0.071 0.048 -0.018
C 4.458906 4.025642 -2.839906 -0.038 -0.001 0.004
C 5.712469 3.434891 -2.750344 -0.002 0.012 -0.007
C 5.837057 2.133651 -2.285939 -0.031 -0.054 0.019
C 4.706937 1.417061 -1.915075 0.104 0.038 -0.024
H 3.837250 -0.655933 -3.895687 -0.009 0.001 -0.011
H 2.477228 -1.498725 -4.682512 0.024 -0.022 0.006
H 2.886828 -1.858590 -2.973459 -0.016 0.015 0.049
H 2.247278 2.000994 -4.914642 0.001 -0.013 -0.014
H 0.538232 2.171767 -4.424215 0.002 -0.010 0.052
H 1.020956 0.846329 -5.518168 0.002 0.040 -0.022
H 2.415981 0.452733 -0.873526 -0.056 -0.009 0.011
H 1.390658 1.847936 -1.303505 -0.043 -0.019 -0.019
H 2.352556 3.786032 -2.528993 -0.012 -0.008 0.010
H 4.362392 5.045253 -3.187127 0.008 0.004 -0.003
H 6.593500 3.993806 -3.034144 0.005 0.002 0.001
H 6.813568 1.676719 -2.201907 0.009 0.007 -0.001
H 4.813574 0.407848 -1.531486 -0.023 -0.006 0.009


6.
21
Properties=species:S:1:pos:R:3:forces:R:3 method="wB97M-V/def2-TZVPD" fmax_ev_per_a=10.8 e_lumo_ev="-16.20 / -16.33" charge=+3 total_energy_ev=-45768.182 de_lowest_kj_mol=105.6 multiplicity=2
O -1.122424 2.462997 -4.626862 -0.356 -3.508 2.818
C -1.178452 1.599986 -3.869345 0.515 3.590 -3.201
V -1.153297 0.648782 -1.008466 6.276 -0.319 -0.110
C -1.462794 1.460087 0.714029 -1.691 3.985 8.822
O -1.558444 1.891198 1.795878 0.546 -2.389 -6.122
C -1.348120 -1.229041 -1.524918 -1.329 -8.242 -2.108
O -1.339388 -2.332504 -1.869909 0.005 5.146 1.603
C 0.523051 0.793931 -2.371617 6.038 4.226 -0.779
O 1.272000 1.741342 -2.473867 -4.192 -4.930 0.793
C -2.682419 1.256124 -1.940370 -9.606 2.728 -4.096
O -3.652997 1.573814 -2.503908 4.881 -1.590 3.020
H 0.664053 -0.315066 -2.660478 -0.344 1.029 0.012
C 1.704763 -0.774616 3.453926 -0.204 0.769 0.129
C 1.528294 -1.570214 2.128001 0.030 -0.349 0.556
C 0.793657 -0.888851 1.111379 1.087 0.110 0.779
N 0.294110 -0.245886 0.290573 -1.627 0.619 -1.475
H 2.408508 0.059001 3.298103 -0.380 -0.273 0.083
H 2.108324 -1.398253 4.263677 -0.119 -0.131 -0.574
H 0.727059 -0.398440 3.793951 0.425 -0.045 -0.055
H 2.500096 -1.838262 1.697395 0.017 -0.108 -0.147
H 0.974425 -2.496122 2.302835 0.026 -0.318 0.052